{"formula": "C3H6N2O2", "method": "ωB97M-V/def2-TZVPD", "smiles": "C[C@H]1ON1C(N)=O", "largest_force_ev_per_a": 1.9, "orbital_gap_ev": 10.5838, "e_above_lowest_ev": 3.1613, "e_homo_ev": -9.60, "total_charge": 0, "species": ["C", "C", "O", "N", "C", "N", "O", "H", "H", "H", "H", "H", "H"], "coordinates": [[1.99, 1.01, -0.02], [0.86, 0.10, 0.33], [-0.30, 0.76, 0.99], [-0.36, 0.23, -0.33], [-1.20, -0.88, -0.58], [-2.41, -0.76, 0.01], [-0.84, -1.80, -1.28], [2.61, 1.19, 0.86], [1.61, 1.96, -0.39], [2.61, 0.53, -0.79], [1.13, -0.89, 0.70], [-2.58, -0.01, 0.66], [-3.11, -1.46, -0.15]], "lowdin_charge": [-0.0218, -0.2861, -0.0078, -0.0030, -0.5847, 0.1895, 0.0781, 0.0835, 0.0877, 0.0869, 0.1575, 0.1048, 0.1153]}